Entry 1:
DFT (ωB97M-V with the def2-TZVPD basis set) results for a structure of composition C15H78BNO35 at a distorted geometry.

Each line ends with the Mulliken charge.
Atoms and positions in Å:
C -3.3269 -0.0758 -1.2932  -0.51
C -2.4137 0.6622 -0.2818  -0.20
C -0.9499 0.4263 -0.5324  0.79
C -0.1464 1.0853 0.5617  -2.67
N 1.3155 0.7862 0.5717  1.76
C 1.9733 1.3168 1.8539  0.62
C 2.1947 2.8217 1.6710  -2.00
C 2.3257 2.9717 0.1503  0.31
C 2.0826 1.5778 -0.3886  -0.25
C 1.6648 -0.7100 0.3401  -0.41
C 1.2556 -1.7423 1.2898  1.45
C 1.3013 -3.2282 0.8890  -0.99
H -4.2608 -0.0761 -0.8999  0.62
H -3.0908 -1.1264 -1.4635  -0.12
H -3.1740 0.4074 -2.2917  -0.21
H -2.7333 0.2626 0.8658  -0.19
H -2.6954 1.6418 -0.1946  0.51
H -0.5938 0.7613 -1.5136  -0.30
H -0.9047 -0.6530 -0.6941  0.10
H -0.6034 0.7229 1.2815  1.92
H -0.3237 2.1211 0.5086  -0.16
H 2.9853 0.8358 2.1156  -0.19
H 1.4141 0.9835 2.8599  -0.01
H 2.9240 2.9583 2.2174  1.05
H 1.3668 3.3978 2.0246  0.23
H 3.4580 3.3075 -0.2139  0.37
H 1.3636 3.5502 -0.2557  -0.05
H 3.1200 1.0567 -0.8189  0.06
H 1.5522 1.8657 -1.3631  0.01
H 2.7553 -0.6895 0.2372  0.59
H 1.4274 -0.8387 -0.7684  0.26
H 0.2903 -1.6264 1.7320  0.10
H 1.9171 -1.8740 2.1058  -1.21
H 2.2369 -3.3991 0.5389  0.46
H 0.4936 -3.5699 0.1593  0.13
H 1.1037 -3.9618 1.8087  -0.14
O 4.0416 5.9633 -3.1645  -0.58
C 3.3154 5.0315 -3.3219  0.53
O 2.0514 5.1003 -3.5577  -0.62
B 1.5517 3.7250 -3.9296  0.97
O 2.7356 2.8712 -3.6633  -0.40
C 3.6585 3.6909 -3.3499  0.66
O 4.7350 3.2913 -2.7994  -0.74
O 1.1263 3.6628 -5.3319  -0.48
C 0.1505 3.0477 -5.4080  0.19
O -0.5151 2.6810 -6.4161  -0.69
C -0.3261 2.7351 -4.1495  0.39
O 0.4826 3.1631 -3.1718  0.01
O -1.1272 1.8563 -3.9085  -0.33
O 5.0458 -1.0383 1.6229  -0.56
H 5.2245 -0.8894 2.5231  0.27
H 5.7679 -0.5211 1.3361  0.31
O -4.5432 1.0468 -5.2939  -0.72
H -4.8475 1.6525 -4.6447  0.33
H -3.7935 0.5835 -4.8795  0.45
O 2.4266 6.5111 -0.5528  -0.61
H 2.3125 7.1309 -1.4275  0.31
H 1.4551 6.5141 -0.2329  0.28
O -1.6458 4.5325 0.7615  -0.60
H -2.4249 4.9997 1.0555  0.32
H -1.9945 4.3129 -0.1032  0.22
O -1.3484 2.8054 2.8871  -0.54
H -2.1449 2.5007 2.4694  0.25
H -1.4798 3.5394 2.3007  0.32
O -4.2531 2.8051 -3.0446  -0.61
H -4.8539 2.5697 -2.1964  0.38
H -3.4908 3.3156 -2.7451  0.22
O 2.8698 -4.5445 3.6447  -0.69
H 3.4425 -4.1978 2.9225  0.39
H 3.3028 -5.1430 4.3263  0.24
O 0.2209 -0.1262 4.8787  -0.62
H 0.8499 -0.8170 5.0816  0.42
H -0.2206 -0.0719 5.7326  0.25
O -0.8658 -6.2117 1.9880  -0.40
H -1.5694 -6.8526 2.1886  0.24
H -0.2616 -6.6019 2.3692  0.17
O -0.4404 -1.5596 -3.0061  -0.60
H -1.1952 -1.0451 -3.4756  0.31
H 0.2049 -1.1983 -3.4036  0.16
O -3.7716 1.2371 2.8942  -0.61
H -4.6094 0.6169 2.6698  0.35
H -3.2721 0.5887 3.2720  0.29
O 4.5682 -3.5790 2.1998  -0.69
H 4.8291 -2.6483 2.0277  0.38
H 4.4850 -4.0704 1.3659  0.32
O -2.3318 -0.2603 -4.6492  -0.87
H -1.8457 0.6853 -4.3920  0.61
H -2.1663 -0.3491 -5.4849  0.23
O 4.5257 6.1098 1.1465  -0.64
H 4.6638 6.7999 0.4877  0.31
H 3.7102 5.9178 0.8207  0.34
O -2.1410 -0.7813 3.6552  -0.69
H -2.1733 -1.7083 3.6885  0.34
H -1.2620 -0.5794 3.9078  0.32
O -1.9914 -4.9583 -0.3904  -0.55
H -2.6075 -4.5366 0.1716  0.27
H -1.3549 -5.2848 0.1297  0.25
O -4.2121 -3.7011 -2.1673  -0.63
H -4.5880 -4.6388 -2.3051  0.28
H -3.3497 -3.7067 -1.9079  0.27
O 0.4417 -6.1202 3.8546  -0.60
H 0.5731 -7.0131 4.0070  0.34
H 1.2550 -5.8235 3.6890  0.28
O 4.4564 -0.7712 3.8853  -0.78
H 4.2432 -0.3859 4.8196  0.30
H 5.0611 -1.4406 4.1967  0.30
O 1.9099 -1.8436 4.4804  -0.71
H 2.0783 -2.7417 4.1589  0.35
H 2.7242 -1.6078 4.1697  0.20
O -2.2409 -3.6666 3.2387  -0.60
H -2.7105 -4.0920 3.9184  0.24
H -1.5423 -4.2379 3.0103  0.32
O -6.1117 2.4309 -1.0700  -0.69
H -6.5895 1.6095 -0.7621  0.34
H -5.8213 2.9158 -0.2091  0.32
O -7.3985 -0.1398 -0.7758  -0.67
H -6.7000 -0.7747 -0.5851  0.47
H -7.8403 -0.0357 0.0125  0.31
O 3.2707 -1.6987 -3.0853  -0.63
H 3.8433 -1.0097 -2.5870  0.33
H 2.5159 -1.2304 -3.4895  0.29
O 5.1372 0.5034 -2.3457  -0.72
H 4.7371 1.4659 -2.7988  0.39
H 6.0279 0.7244 -2.0479  0.26
O -0.0996 -4.2532 -2.2822  -0.69
H -0.1238 -3.3122 -2.6978  0.41
H -0.9694 -4.5075 -1.9768  0.32
O -5.7117 -2.1782 -0.4838  -0.68
H -5.0768 -2.1627 0.2475  0.23
H -5.3785 -2.5268 -1.3519  0.35

Force components x, y, z for each atom (eV/Å):
3.62 0.81 -1.35
-1.06 -4.05 2.44
0.37 -0.20 -1.73
3.14 0.97 -6.85
1.47 -1.11 1.69
-0.39 -1.58 3.61
-7.08 -2.56 -4.92
0.86 1.26 -0.70
2.27 0.40 -5.09
1.16 1.26 -3.46
-1.26 -2.03 1.21
-4.39 -1.33 0.82
-3.14 0.44 0.43
0.49 -0.09 0.32
-0.85 -0.28 0.81
1.19 0.78 -2.88
-0.62 2.84 -0.18
-0.51 0.42 -0.11
0.72 -0.14 0.84
-3.15 -3.00 8.00
0.23 1.38 0.13
-1.28 0.28 -1.54
0.38 0.92 -2.51
7.59 2.32 4.91
-0.60 0.27 0.35
-3.39 -0.25 0.74
2.76 -0.26 0.84
-2.74 0.91 1.74
0.15 -1.62 1.23
-0.04 0.06 0.53
-0.52 -0.34 1.50
-0.85 0.73 0.23
0.84 1.30 1.02
2.74 -1.09 -1.42
1.33 0.71 0.46
0.60 1.94 -1.58
0.51 0.51 0.40
-0.03 4.44 -0.68
-3.36 -0.63 -0.72
1.73 1.45 0.83
-1.24 -0.25 -1.23
6.99 -5.78 3.94
-2.63 0.69 -2.08
10.63 6.43 0.11
-10.91 -5.16 -8.07
2.06 0.92 2.22
-2.33 -4.58 5.83
-1.02 0.96 -0.62
-0.20 1.30 0.57
-0.35 -0.71 -1.75
-0.55 0.50 1.94
1.36 0.79 -1.95
0.16 -0.95 -1.04
-0.26 0.97 0.91
-0.50 0.14 -0.13
-3.32 2.42 -2.65
0.77 -2.37 3.03
2.30 -0.12 -0.57
-0.37 0.23 -0.48
-0.26 0.66 0.89
0.51 -0.56 -0.72
-0.03 0.06 0.02
-1.41 -2.35 0.64
1.63 1.98 -0.29
-1.41 -0.50 2.35
1.63 0.77 -2.35
-0.26 -0.20 0.00
-1.17 -1.52 2.12
0.67 -0.24 0.73
-0.28 1.49 -1.74
-0.77 0.79 0.85
0.57 -0.59 -0.62
-0.47 0.62 -0.05
-11.22 4.67 -7.03
-0.47 0.65 -0.63
10.15 -5.05 5.73
-8.72 -2.49 3.39
0.59 -1.42 0.74
8.09 3.87 -4.42
-5.94 0.59 -2.63
2.66 2.55 0.56
3.08 -2.95 2.00
0.52 -0.27 -0.61
-0.19 -0.43 -0.82
0.39 0.63 0.08
0.49 3.08 8.80
-1.60 -2.59 -1.07
1.48 -1.03 -7.93
3.41 1.20 0.91
0.94 0.33 0.21
-4.12 -1.62 -0.96
-1.51 1.41 -0.57
-0.28 -2.28 -0.19
1.82 0.73 0.63
-3.30 1.35 -4.02
-0.98 0.66 1.00
3.96 -2.09 3.25
-5.19 -1.72 -1.68
1.49 2.26 0.45
3.83 -0.65 0.99
-4.18 0.24 2.01
0.22 -2.90 0.95
5.43 2.68 -1.07
-1.01 1.27 4.45
0.27 -0.36 -2.47
0.53 -0.94 0.09
-1.68 -2.45 0.64
-1.25 -1.28 0.51
3.63 2.61 -1.10
-0.61 2.11 -0.85
-0.92 -0.90 1.36
1.55 -1.36 -0.53
0.37 0.70 2.92
0.49 0.50 -0.64
-0.89 -1.37 -2.28
1.16 0.79 -2.48
0.47 -0.78 -0.17
-1.86 0.27 2.74
0.62 1.47 1.09
-1.26 -1.23 -1.48
0.83 -0.12 0.37
-1.85 3.20 -1.54
2.02 -3.21 1.99
-0.20 0.18 -0.19
0.93 1.80 -1.18
-0.50 -2.25 1.13
-0.30 0.36 0.02
-0.61 0.17 -0.05
0.20 -0.38 -0.98
0.55 0.09 1.40

The HOMO energy is -0.33743 hartree. The multiplicity is 1. The calculation puts the electronic energy at -3331.10019 Eh. The charge is 0. The strongest force on any atom comes out at 14.52 eV/Å. Its energy above the lowest of the compared OMol25 structures with the same formula, charge and spin is 145.0 kJ/mol. The HOMO-LUMO gap is 8.26 eV.



Entry 2:
DFT (ωB97M-V with the def2-TZVPD basis set) results for a structure of composition C15H8BF4IrN3O2S5 at a distorted geometry.

Each line ends with the natural charge from an NBO analysis.
Atoms and positions in Å:
Ir 0.1559 0.0086 0.1680  0.96
O 3.3732 0.5554 -2.3782  -0.56
C 2.5799 0.2428 -1.5179  0.64
N 1.3126 -0.2259 -1.6064  -0.70
C 0.6922 -0.6891 -2.7273  0.65
O 1.0274 -0.5918 -3.8862  -0.56
C -0.4977 -1.5114 -2.3134  0.12
C -1.3152 -2.0849 -3.2601  -0.20
C -2.3475 -2.9092 -2.8443  -0.13
C -2.5083 -3.1477 -1.4934  -0.23
C -1.6598 -2.5192 -0.5987  0.09
N -0.6681 -1.7239 -0.9957  -0.47
C 2.9695 0.2429 -0.0598  0.15
C 4.1534 0.7966 0.3724  -0.21
C 4.5101 0.6566 1.7024  -0.14
C 3.6632 -0.0368 2.5523  -0.25
C 2.4715 -0.5291 2.0550  0.08
N 2.1228 -0.3848 0.7752  -0.38
H -1.1334 -1.8598 -4.3012  0.24
H -3.0147 -3.3598 -3.5671  0.21
H -3.2961 -3.7882 -1.1242  0.22
H -1.7756 -2.6507 0.4665  0.22
H 4.7687 1.3121 -0.3513  0.25
H 5.4461 1.0575 2.0688  0.22
H 3.9136 -0.1982 3.5908  0.23
H 1.7735 -1.0663 2.6799  0.23
S -3.0493 5.1750 4.0759  -0.15
C -2.2837 3.9947 3.2143  -0.56
S -1.2246 4.3119 1.8886  0.47
C -0.6776 2.6720 1.6323  -0.41
C -1.2424 1.7444 2.3926  -0.41
S -0.7646 0.0754 2.4108  -0.18
S -2.4441 2.3072 3.5297  0.48
S 0.6008 2.3640 0.4930  -0.10
F -3.9672 1.4409 -0.3645  -0.54
B -3.1794 0.3436 -0.6113  1.36
F -3.3450 -0.1472 -1.9033  -0.56
F -3.3767 -0.6609 0.3368  -0.56
F -1.7635 0.7832 -0.5008  -0.53

Force components x, y, z for each atom (eV/Å):
0.71 0.12 -0.32
0.04 -0.08 0.00
-0.03 0.20 -0.09
-0.87 0.87 0.14
0.13 -0.01 -0.08
0.01 -0.02 0.00
-0.13 -0.27 0.00
-0.06 -0.02 -0.10
0.05 -0.08 0.04
0.02 -0.05 -0.11
0.15 -0.16 0.11
-0.07 0.20 0.63
0.30 -0.05 0.03
0.20 -0.17 -0.05
-0.02 -0.06 0.06
0.15 -0.12 -0.12
-0.10 -0.36 0.13
-0.84 0.99 0.21
0.04 0.00 0.01
-0.01 0.01 0.00
-0.02 0.04 0.04
-0.01 0.09 0.03
0.00 -0.04 -0.02
-0.04 0.08 0.01
-0.04 0.02 0.01
-0.07 0.19 0.03
-0.11 0.03 -0.04
0.10 -0.05 0.02
0.04 -0.03 0.03
0.18 0.80 -0.22
-0.38 -0.30 0.71
0.00 -0.50 -0.93
0.07 0.05 -0.02
0.14 -1.21 -0.16
0.13 0.06 -0.03
-0.43 -0.23 0.15
0.09 0.05 0.06
0.02 0.11 -0.11
0.65 -0.11 -0.06

The HOMO energy is -0.15715 hartree. The multiplicity is 1. The calculation puts the electronic energy at -3411.16997 Eh. The charge is -1. The strongest force on any atom comes out at 1.32 eV/Å. Its energy above the lowest of the compared OMol25 structures with the same formula, charge and spin is 188.4 kJ/mol. The HOMO-LUMO gap is 5.85 eV.



Entry 3:
DFT (ωB97M-V with the def2-TZVPD basis set) results for a structure of composition C15H8Cl2O2SeV at a distorted geometry.

Each line ends with the natural charge from an NBO analysis.
Atoms and positions in Å:
V 0.1565 0.3617 0.4672  1.06
Cl 5.9013 -0.5968 4.3019  -0.04
C 4.6791 -0.4325 3.0554  -0.05
C 5.0806 -0.3431 1.7267  -0.27
C 4.1037 -0.2212 0.7541  -0.08
Cl 4.6234 -0.1264 -0.9021  0.01
C 2.7448 -0.1808 1.0479  0.33
O 1.8592 -0.0676 0.0269  -0.66
C 2.3456 -0.2470 2.4183  -0.23
C 1.0255 -0.1710 2.9325  0.19
O -0.1022 0.0562 2.2549  -0.63
C 3.3601 -0.3894 3.4042  -0.19
H 6.1249 -0.3708 1.4527  0.23
H 0.9080 -0.2597 4.0058  0.16
H 3.0772 -0.4518 4.4470  0.22
Se -1.4218 -0.5079 -0.8501  -0.53
C 0.0882 2.3544 0.2829  -0.34
C 0.0392 3.5629 0.1637  -0.11
C -0.0476 4.9925 0.0276  -0.09
C -1.1056 5.5760 -0.6752  -0.17
C -1.1991 6.9530 -0.8047  -0.22
C -0.2369 7.7783 -0.2365  -0.23
C 0.8213 7.2106 0.4605  -0.22
C 0.9159 5.8333 0.5912  -0.19
H -1.8519 4.9301 -1.1189  0.22
H -2.0276 7.3836 -1.3535  0.21
H -0.3115 8.8541 -0.3376  0.20
H 1.5786 7.8441 0.9061  0.20
H 1.7398 5.3879 1.1330  0.22

Force components x, y, z for each atom (eV/Å):
-1.73 0.16 -1.73
-0.07 0.01 -0.09
0.04 -0.02 0.13
0.07 0.00 -0.09
0.42 -0.07 -0.03
-0.13 0.01 0.07
-0.82 0.09 -0.93
1.27 -0.27 1.16
-0.01 -0.05 0.51
-0.85 0.14 -0.70
1.32 -0.32 1.12
0.06 -0.01 -0.05
-0.02 0.00 0.00
-0.05 -0.04 0.10
-0.02 0.01 -0.02
0.44 -0.03 0.44
0.05 0.35 0.08
0.02 0.33 0.03
0.00 -0.15 -0.02
-0.07 -0.01 -0.05
0.03 -0.03 0.02
-0.01 -0.03 -0.01
-0.01 -0.03 0.00
0.05 -0.01 0.04
0.00 0.00 0.01
0.00 0.00 0.00
0.01 -0.01 0.00
0.00 -0.01 0.00
0.00 0.01 0.01

The HOMO energy (alpha / beta) is -0.13220 / -0.17187 hartree. The multiplicity is 3. The calculation puts the electronic energy at -4992.74704 Eh. The charge is -1. The strongest force on any atom comes out at 2.45 eV/Å. Its energy above the lowest of the compared OMol25 structures with the same formula, charge and spin is 64.6 kJ/mol. The HOMO-LUMO gap (alpha / beta) is 6.05 / 6.84 eV.